Entry 1:
DFT (ωB97M-V with the def2-TZVPD basis set) results for a molecular structure, C43H42NS2SbSeSi2Tc.

Each line ends with the Mulliken spin population.
Element x y z (Å)
Tc1 -0.851 -0.492 -0.119  0.8940
C1 -1.233 -3.520 -2.181  0.0020
Si1 0.045 -2.613 -1.104  -0.0754
C2 1.669 -2.222 -2.041  -0.0083
C3 0.708 -4.034 -0.049  -0.0106
C4 0.939 -5.352 -0.450  -0.0013
C5 1.533 -6.251 0.423  0.0002
C6 1.908 -5.842 1.702  0.0000
C7 1.684 -4.533 2.104  0.0021
C8 1.078 -3.627 1.230  0.0100
Si2 0.675 -1.814 1.551  -0.0129
C9 2.416 -1.084 1.814  -0.0087
C10 -0.165 -1.874 3.249  0.0025
H1 -0.749 -3.992 -3.044  -0.0016
H2 -2.037 -2.883 -2.544  -0.0002
H3 -1.679 -4.315 -1.581  -0.0001
H4 1.769 -2.848 -2.935  -0.0002
H5 2.506 -2.469 -1.382  -0.0015
H6 1.770 -1.178 -2.346  0.0032
H7 0.646 -5.684 -1.442  -0.0001
H8 1.705 -7.276 0.115  0.0000
H9 2.370 -6.550 2.380  0.0001
H10 1.973 -4.228 3.106  -0.0001
H11 2.694 -1.267 2.858  -0.0007
H12 2.522 -0.014 1.644  0.0012
H13 3.136 -1.615 1.188  -0.0003
H14 0.486 -2.466 3.902  -0.0012
H15 -1.130 -2.374 3.200  0.0046
H16 -0.314 -0.904 3.725  0.0004
S1 -1.797 1.252 -4.295  0.0107
C11 -0.970 -0.198 -4.648  -0.0192
C12 -0.644 -0.886 -3.528  0.0203
C13 -1.042 -0.275 -2.278  -0.0491
C14 -1.702 0.899 -2.608  0.0042
C15 -2.370 1.739 -1.643  0.0224
C16 -3.159 2.847 -1.952  0.0060
C17 -3.851 3.483 -0.943  -0.0027
C18 -3.759 2.984 0.349  0.0098
C19 -2.927 1.909 0.583  -0.0068
N1 -2.201 1.322 -0.380  0.0070
H17 -0.766 -0.479 -5.670  -0.0009
H18 -0.127 -1.821 -3.621  0.0029
H19 -3.243 3.175 -2.980  0.0014
H20 -4.475 4.340 -1.162  -0.0002
H21 -4.317 3.417 1.167  -0.0002
H22 -2.816 1.499 1.576  -0.0008
Se1 -2.987 -1.337 0.493  0.1441
C20 -3.284 -3.232 0.577  0.0323
C21 -2.427 -4.129 1.200  0.0008
C22 -2.725 -5.485 1.224  -0.0017
C23 -3.893 -5.954 0.641  0.0067
C24 -4.762 -5.057 0.032  -0.0031
C25 -4.459 -3.703 -0.002  0.0028
H23 -1.509 -3.786 1.649  -0.0046
H24 -2.031 -6.169 1.698  -0.0001
H25 -4.127 -7.011 0.659  0.0005
H26 -5.675 -5.413 -0.429  -0.0002
H27 -5.129 -3.009 -0.495  -0.0054
S2 -0.227 0.955 1.955  0.0243
Sb1 0.884 2.554 0.756  -0.0074
C26 -0.284 4.282 0.472  -0.0017
C27 -0.304 5.019 -0.706  -0.0011
C28 -1.089 6.163 -0.785  0.0004
C29 -1.835 6.573 0.309  0.0005
C30 -1.805 5.841 1.490  0.0017
C31 -1.037 4.690 1.570  0.0013
C32 2.508 3.183 1.932  -0.0030
C33 2.644 2.702 3.228  0.0014
C34 3.713 3.128 4.007  0.0011
C35 4.636 4.023 3.488  0.0000
C36 4.501 4.499 2.190  0.0000
C37 3.435 4.080 1.407  0.0003
C38 1.797 1.978 -1.043  -0.0051
C39 1.229 2.232 -2.288  0.0067
C40 1.897 1.844 -3.440  0.0010
C41 3.126 1.207 -3.348  0.0013
C42 3.694 0.956 -2.107  -0.0003
C43 3.034 1.343 -0.950  0.0016
H28 0.289 4.722 -1.561  0.0000
H29 -1.110 6.735 -1.704  0.0002
H30 -2.442 7.467 0.244  -0.0001
H31 -2.387 6.160 2.344  0.0001
H32 -1.037 4.107 2.485  0.0027
H33 1.929 1.987 3.620  0.0005
H34 3.826 2.753 5.016  0.0001
H35 5.470 4.350 4.096  0.0000
H36 5.226 5.193 1.787  0.0000
H37 3.338 4.448 0.391  -0.0002
H38 0.262 2.708 -2.372  0.0005
H39 1.443 2.028 -4.404  -0.0010
H40 3.641 0.897 -4.248  0.0001
H41 4.647 0.448 -2.035  0.0001
H42 3.486 1.143 0.013  0.0000

As for the charge: 0. Its spin multiplicity is 2. The lowest unoccupied orbital energy (spin up / spin down) comes out at -0.30 / -0.34 eV. As for the expectation value of S²: 0.76. The HOMO energy (spin up / spin down) is -6.50 / -7.33 eV.



Entry 2:
DFT (ωB97M-V with the def2-TZVPD basis set) results for a molecular structure, C43H43BBrF3IN9O2S2Y.

Each line ends with the Mulliken charge.
Element x y z (Å)
Y1 0.042 0.066 0.119  0.7037
C1 -4.129 0.938 -2.234  -0.9556
N1 -4.220 2.068 -1.340  0.3229
C2 -5.407 2.604 -0.886  -0.5512
C3 -5.081 3.710 -0.191  -0.8392
N2 -3.714 3.868 -0.210  0.4713
B1 -3.101 5.259 0.232  0.4512
N3 -1.763 5.193 1.005  0.2782
C4 -0.703 6.038 0.746  -0.6491
C5 0.273 5.797 1.643  -0.6315
N4 -0.196 4.794 2.475  0.3164
C6 0.550 4.100 3.500  -0.9048
C7 -1.462 4.439 2.087  -0.2291
S1 -2.431 3.351 2.930  -0.4298
C8 -3.179 2.838 -0.895  -0.7520
S2 -1.540 2.510 -1.272  -0.0611
H1 -4.873 0.192 -1.957  0.3425
H2 -3.139 0.504 -2.154  0.1337
H3 -4.309 1.251 -3.266  0.3387
H4 -6.360 2.157 -1.107  0.5069
H5 -5.708 4.417 0.323  0.4923
H6 -3.930 5.782 0.941  -0.2204
H7 -2.896 5.875 -0.792  -0.2447
H8 -0.729 6.731 -0.077  0.4721
H9 1.242 6.249 1.771  0.4643
H10 1.442 4.676 3.742  0.3257
H11 0.838 3.104 3.161  0.2953
H12 -0.073 3.979 4.383  0.3193
C9 2.306 -0.604 0.569  -1.5993
H13 2.825 0.043 1.288  0.4780
H14 2.976 -0.719 -0.299  0.3929
H15 2.248 -1.598 1.035  0.4253
F1 -4.206 -3.918 7.851  -0.2896
C10 -2.870 -3.750 7.823  0.8392
F2 -2.320 -4.987 7.882  -0.2646
F3 -2.532 -3.142 8.986  -0.2611
C11 -2.403 -2.984 6.632  0.4630
C12 -3.307 -2.435 5.733  -0.7082
C13 -2.842 -1.719 4.644  -0.2930
C14 -1.472 -1.539 4.431  0.5638
C15 -0.575 -2.102 5.350  -0.5985
C16 -1.036 -2.815 6.438  -0.8701
C17 -0.997 -0.831 3.286  0.4070
C18 -0.587 -0.248 2.295  -0.8623
H16 -4.369 -2.570 5.887  0.4539
H17 -3.540 -1.286 3.939  0.4157
H18 0.486 -1.971 5.188  0.4888
H19 -0.339 -3.249 7.145  0.3625
C19 -1.092 1.002 -4.540  -1.1780
C20 -0.013 0.969 -3.571  0.5574
N5 0.857 0.927 -2.824  -0.0831
H20 -1.292 -0.009 -4.894  0.3210
H21 -0.817 1.643 -5.377  0.4101
H22 -1.977 1.410 -4.053  0.1271
I1 3.235 5.989 -1.969  0.0385
C21 2.897 4.004 -1.489  -1.1243
C22 3.670 2.919 -1.833  -0.1486
N6 3.077 1.854 -1.269  0.1400
N7 1.973 2.174 -0.600  0.1109
C23 1.842 3.485 -0.719  -0.1133
H23 4.568 2.838 -2.421  0.5435
H24 3.325 0.881 -1.371  0.0777
H25 1.008 4.009 -0.282  0.3308
C24 7.157 -1.448 -2.089  -1.6948
C25 5.904 -1.122 -2.864  1.3009
C26 5.959 -0.169 -3.873  -0.9545
C27 4.817 0.170 -4.585  -1.0777
C28 3.623 -0.462 -4.301  -0.5069
C29 3.542 -1.428 -3.291  -0.7285
N8 2.269 -1.966 -3.042  0.4626
C30 1.955 -3.275 -2.713  -0.1003
C31 2.695 -4.334 -3.253  -0.4570
C32 2.379 -5.647 -2.958  -0.5921
C33 1.313 -5.942 -2.117  -0.7397
C34 0.572 -4.903 -1.581  -0.2472
C35 0.863 -3.576 -1.874  -0.0795
C36 0.084 -2.495 -1.181  1.0611
O1 -0.247 -2.642 0.007  -0.5813
O2 -0.183 -1.423 -1.828  -0.6191
C37 4.691 -1.752 -2.543  2.1595
C38 4.650 -2.704 -1.377  -2.0582
H26 8.026 -0.994 -2.563  0.4207
H27 7.318 -2.526 -2.029  0.3211
H28 7.093 -1.068 -1.066  0.3606
H29 6.901 0.319 -4.096  0.3343
H30 4.863 0.919 -5.366  0.4153
H31 2.725 -0.219 -4.852  0.4582
H32 1.516 -1.303 -2.896  -0.2493
H33 3.519 -4.103 -3.919  0.4724
H34 2.964 -6.447 -3.395  0.3921
H35 1.069 -6.969 -1.876  0.3930
H36 -0.249 -5.103 -0.904  0.4676
H37 5.002 -3.701 -1.664  0.5137
H38 3.648 -2.810 -0.976  0.1767
H39 5.288 -2.344 -0.570  0.5244
Br1 -6.803 -2.092 1.989  -0.1684
C39 -5.131 -1.497 1.313  0.0571
C40 -4.676 -0.230 1.615  -1.1021
C41 -3.454 0.157 1.080  0.0001
N9 -2.724 -0.623 0.285  1.5727
C42 -3.176 -1.848 0.024  -0.6993
C43 -4.377 -2.338 0.514  -0.7949
H40 -5.231 0.450 2.247  0.6159
H41 -3.053 1.136 1.324  -0.0387
H42 -2.548 -2.468 -0.603  0.2071
H43 -4.706 -3.340 0.279  0.4831

As for the charge: -1. The lowest unoccupied orbital energy comes out at 1.95 eV. The HOMO energy is -4.55 eV.



Entry 3:
DFT (ωB97M-V with the def2-TZVPD basis set) results for a molecular structure, C43H43Br3NO4PSi2Y.

Each line ends with the Mulliken charge.
Element x y z (Å)
Y1 0.450 -0.025 -0.195  -0.7421
C1 -2.914 1.517 0.789  -1.2054
C2 -1.905 1.892 1.830  0.7283
C3 -2.298 2.716 2.910  -1.2151
C4 -1.405 3.030 3.890  -1.0278
C5 -0.092 2.516 3.824  0.7943
C6 0.912 2.731 4.799  0.0689
Br1 0.549 3.810 6.323  -0.2729
C7 2.149 2.166 4.671  -0.3966
C8 2.447 1.371 3.559  -0.4378
Br2 4.168 0.606 3.402  -0.2152
C9 1.532 1.127 2.542  -0.3429
O1 1.789 0.417 1.503  0.5604
C10 0.224 1.718 2.704  -0.0290
N1 -0.676 1.433 1.725  0.8269
H1 -3.920 1.570 1.204  0.5431
H2 -2.737 0.505 0.429  -0.0545
H3 -2.852 2.187 -0.070  0.1896
H4 -3.316 3.078 2.949  0.4997
H5 -1.691 3.654 4.726  0.3143
H6 2.909 2.328 5.422  0.4335
O2 -0.796 1.330 -1.375  0.2213
C11 -1.072 1.606 -2.576  -1.3987
C12 -2.346 0.991 -3.085  1.0952
C13 -3.184 1.851 -3.811  -0.9977
C14 -4.310 1.383 -4.453  -0.6374
C15 -4.576 0.014 -4.473  -0.6863
C16 -3.740 -0.853 -3.800  -0.2219
C17 -2.647 -0.381 -3.064  -0.0369
P1 -1.694 -1.551 -2.033  1.8432
C18 -2.939 -2.116 -0.818  0.5882
C19 -2.546 -3.111 0.077  -0.7202
C20 -3.389 -3.524 1.093  -0.7226
C21 -4.641 -2.943 1.232  -0.8132
C22 -5.042 -1.952 0.350  -0.5884
C23 -4.198 -1.537 -0.670  -0.7129
C24 -1.560 -2.953 -3.197  0.2585
C25 -2.189 -4.182 -3.044  -0.2192
C26 -1.997 -5.188 -3.981  -0.6276
C27 -1.182 -4.973 -5.080  -0.5720
C28 -0.554 -3.745 -5.244  -0.5138
C29 -0.738 -2.746 -4.304  -0.6881
H7 -2.906 2.897 -3.873  0.4774
H8 -4.964 2.070 -4.976  0.3875
H9 -5.425 -0.370 -5.024  0.4228
H10 -3.938 -1.919 -3.825  0.4425
H11 -1.560 -3.548 -0.008  0.5615
H12 -3.048 -4.271 1.796  0.3893
H13 -5.294 -3.253 2.037  0.3722
H14 -6.014 -1.486 0.457  0.4072
H15 -4.521 -0.749 -1.338  0.2926
H16 -2.836 -4.358 -2.194  0.3626
H17 -2.490 -6.143 -3.848  0.4093
H18 -1.033 -5.761 -5.808  0.3573
H19 0.092 -3.568 -6.094  0.4328
H20 -0.233 -1.794 -4.423  0.2849
Br3 5.457 -5.782 1.668  -0.2414
C30 3.847 -4.772 1.748  0.0423
C31 3.856 -3.450 1.343  -0.8845
C32 2.674 -2.725 1.383  0.3127
C33 1.504 -3.312 1.850  0.5666
C34 1.530 -4.634 2.280  -0.8553
C35 2.694 -5.379 2.217  -0.5121
C36 0.192 -2.554 1.917  -0.5421
O3 -0.586 -2.779 2.831  -0.7011
O4 -0.036 -1.756 0.928  0.7846
H21 4.772 -2.990 0.998  0.4825
H22 2.682 -1.683 1.088  0.6709
H23 0.620 -5.072 2.670  0.4731
H24 2.712 -6.413 2.533  0.4110
C37 4.835 1.497 -1.582  -1.1995
Si1 2.972 1.611 -1.916  0.4695
C38 2.328 2.787 -0.561  -0.8614
C39 2.729 2.555 -3.545  -1.2193
C40 2.055 0.001 -1.983  1.1810
Si2 2.815 -1.558 -2.611  0.1822
C41 2.790 -1.613 -4.518  -1.2546
C42 4.626 -1.840 -2.131  -1.0871
C43 1.933 -3.139 -1.988  -0.0450
H25 5.221 2.504 -1.402  0.3580
H26 5.385 1.078 -2.427  0.2847
H27 5.058 0.896 -0.699  0.2727
H28 2.653 3.803 -0.800  0.5993
H29 2.724 2.533 0.423  0.0908
H30 1.235 2.826 -0.497  0.1676
H31 3.226 3.527 -3.541  0.3420
H32 1.661 2.716 -3.711  0.2640
H33 3.111 1.981 -4.393  0.3120
H34 1.266 0.245 -2.722  -0.5015
H35 3.612 -1.011 -4.914  0.3477
H36 1.869 -1.188 -4.922  0.3274
H37 2.901 -2.626 -4.911  0.3465
H38 5.313 -1.178 -2.660  0.3382
H39 4.895 -2.870 -2.377  0.4018
H40 4.791 -1.705 -1.061  0.0822
H41 1.007 -2.941 -1.441  -0.5653
H42 2.586 -3.689 -1.306  0.4038
H43 1.679 -3.811 -2.811  0.4860

As for the charge: -1. The lowest unoccupied orbital energy comes out at 2.19 eV. The HOMO energy is -4.64 eV.



Entry 4:
DFT (ωB97M-V with the def2-TZVPD basis set) results for 7 unconnected molecules or ions with the total composition C43H43NO27P.

Each line ends with the Mulliken charge.
Element x y z (Å)
C1 -1.450 0.756 5.375  -1.1472
C2 -1.442 1.051 3.890  -0.1868
O1 -1.656 -0.098 3.034  0.0972
P1 -0.577 -1.185 2.658  0.4872
O2 -0.430 -1.367 1.213  -0.9346
C3 1.047 -0.740 3.347  -1.1736
C4 1.986 -1.965 3.288  -0.9044
C5 2.448 -2.469 4.657  -0.6365
N1 3.903 -2.905 4.614  -0.2201
O3 -1.015 -2.566 3.315  -0.3053
C6 -1.210 -2.690 4.734  -0.0162
C7 -2.695 -2.698 5.086  -1.0701
H1 -0.496 0.399 5.767  0.2697
H2 -2.260 0.074 5.629  0.2068
H3 -1.664 1.694 5.891  0.4562
H4 -2.296 1.688 3.678  0.3673
H5 -0.556 1.609 3.577  0.3428
H6 1.429 -0.003 2.639  0.5438
H7 1.034 -0.253 4.322  0.5932
H8 1.505 -2.779 2.743  0.4310
H9 2.863 -1.697 2.691  0.6207
H10 2.383 -1.670 5.393  0.3678
H11 1.853 -3.305 5.015  0.2645
H12 4.201 -3.123 3.661  0.3566
H13 4.509 -2.159 4.960  0.3723
H14 4.066 -3.716 5.213  0.3623
H15 -0.683 -1.902 5.281  0.1589
H16 -0.762 -3.642 5.026  0.3704
H17 -2.863 -2.294 6.084  0.3564
H18 -3.229 -2.062 4.379  0.0550
H19 -3.100 -3.706 5.039  0.3741
C8 0.007 0.670 -3.501  -1.2250
C9 1.097 0.760 -4.274  0.2060
C10 2.477 0.511 -3.730  0.9574
O4 3.413 0.603 -4.505  -0.5095
C11 2.626 0.180 -2.327  -0.9116
C12 1.540 0.080 -1.547  0.4500
C13 0.145 0.321 -2.094  0.8313
O5 -0.788 0.230 -1.326  -0.4322
O6 1.640 -0.223 -0.256  -0.4292
O7 1.063 1.073 -5.563  -0.6033
H20 -0.989 0.852 -3.878  0.5154
H21 3.628 0.018 -1.955  0.6297
H22 0.762 -0.351 0.174  0.2719
H23 1.989 1.061 -5.875  0.3361
C14 9.205 1.714 -6.342  -0.9493
C15 8.738 2.441 -5.318  0.4388
C16 7.376 2.183 -4.709  1.0679
O8 7.041 2.873 -3.753  -0.7080
C17 6.541 1.155 -5.284  -1.1744
C18 7.007 0.432 -6.312  0.1832
C19 8.380 0.657 -6.897  1.0047
O9 8.716 -0.062 -7.818  -0.6282
O10 6.322 -0.539 -6.898  -0.5857
O11 9.418 3.447 -4.780  -0.5715
H24 10.174 1.891 -6.786  0.4354
H25 5.564 0.995 -4.852  0.7504
H26 6.900 -0.891 -7.604  0.3735
H27 8.861 3.834 -4.080  0.4017
C20 -4.596 1.006 1.175  -1.0093
C21 -5.394 0.653 0.154  0.4931
C22 -6.897 0.573 0.311  1.1239
O12 -7.542 0.273 -0.677  -0.7129
C23 -7.477 0.860 1.608  -1.3574
C24 -6.674 1.202 2.625  0.3933
C25 -5.180 1.310 2.462  1.4020
O13 -4.534 1.628 3.449  -0.7711
O14 -7.117 1.469 3.845  -0.6133
O15 -4.934 0.356 -1.048  -0.7112
H28 -3.520 1.062 1.074  0.5144
H29 -8.550 0.783 1.713  0.5567
H30 -6.330 1.689 4.380  0.3260
H31 -5.694 0.143 -1.626  0.3343
C26 10.134 0.919 0.002  -0.8902
C27 9.265 1.036 -1.015  0.3795
C28 8.202 -0.006 -1.279  0.8746
O16 7.454 0.171 -2.220  -0.4057
C29 8.132 -1.164 -0.402  -1.2688
C30 8.998 -1.273 0.612  0.3684
C31 10.053 -0.228 0.882  1.0946
O17 10.776 -0.419 1.843  -0.6292
O18 9.016 -2.289 1.467  -0.6087
O19 9.282 2.064 -1.848  -0.5279
H32 10.898 1.657 0.199  0.4468
H33 7.378 -1.910 -0.610  0.4607
H34 9.753 -2.101 2.083  0.3748
H35 8.540 1.986 -2.484  0.3333
C32 -6.248 5.202 -2.602  -0.8501
C33 -6.506 3.895 -2.466  0.3226
C34 -6.142 2.886 -3.529  1.1675
O20 -6.386 1.721 -3.268  -0.6118
C35 -5.536 3.351 -4.757  -1.2123
C36 -5.285 4.661 -4.900  0.3670
C37 -5.612 5.668 -3.820  1.0803
O21 -5.324 6.829 -4.044  -0.6167
O22 -4.728 5.188 -5.978  -0.5779
O23 -7.101 3.361 -1.407  -0.6142
H36 -6.501 5.931 -1.845  0.4446
H37 -5.297 2.623 -5.519  0.4456
H38 -4.660 6.149 -5.810  0.3754
H39 -7.200 2.407 -1.611  0.2949
C38 -6.029 -4.531 0.721  -0.9166
C39 -5.441 -3.516 1.368  0.2486
C40 -6.135 -2.764 2.480  0.9626
O24 -5.505 -1.867 3.016  -0.4437
C41 -7.487 -3.132 2.835  -1.1791
C42 -8.079 -4.145 2.184  0.3404
C43 -7.377 -4.919 1.090  1.1189
O25 -7.997 -5.829 0.577  -0.6154
O26 -9.309 -4.558 2.436  -0.5846
O27 -4.217 -3.084 1.095  -0.4831
H40 -5.541 -5.077 -0.075  0.4998
H41 -7.979 -2.575 3.620  0.5138
H42 -9.480 -5.302 1.823  0.3760
H43 -4.045 -2.334 1.695  0.1921

As for the charge: +1. The lowest unoccupied orbital energy comes out at -3.91 eV. The HOMO energy is -10.77 eV.



Calculated energy relative to the best compared isomer or geometry (same formula, charge and spin) (kJ/mol), listed in the same order as above: 91.4, 113.8, 62.5, 0.0